No. 1
# C18H16BrNO5

The molecule C18H16BrNO5 in a non-equilibrium geometry (the ωB97M-V functional and the def2-TZVPD basis, OMol25).

Atoms and positions in Å:
C  0.17106  -1.03218  -3.81062
C  1.02167  -0.61796  -2.66152
O  0.14047  -0.45493  -1.56807
C  0.70072  0.13310  -0.45550
O  1.86879  0.57445  -0.38071
C  -0.15467  0.29239  0.73476
C  -0.10798  -0.42169  2.05746
C  -1.08733  0.13396  2.86735
N  -1.73146  1.13677  2.11412
C  -2.84961  1.97005  2.56950
C  -1.24214  1.13818  0.82329
C  -1.76840  1.99946  -0.31244
O  -1.56377  3.37391  -0.04042
C  -0.23839  3.80931  -0.35062
C  -1.30401  -0.31814  4.24256
O  -2.24277  0.08857  4.93184
C  -0.32286  -1.32297  4.79003
O  -0.34215  -1.71447  5.94879
C  0.64970  -1.98928  3.87755
C  1.47075  -3.03948  4.29615
C  2.36454  -3.64628  3.44288
C  2.37509  -3.31043  2.10900
Br  3.60085  -4.26299  0.99378
C  1.60507  -2.25603  1.62822
C  0.73881  -1.57626  2.52325
H  -0.52142  -0.21783  -4.07419
H  0.76630  -1.27511  -4.69461
H  -0.38297  -1.94791  -3.59113
H  1.57150  0.33063  -2.90087
H  1.72490  -1.37866  -2.46144
H  -2.80879  2.95457  2.07658
H  -2.82114  2.11752  3.62919
H  -3.81832  1.48466  2.28127
H  -1.31083  1.74145  -1.27288
H  -2.85601  1.82161  -0.36715
H  0.07487  4.69486  0.26219
H  0.52096  3.01916  -0.18232
H  -0.16365  4.08237  -1.41066
H  1.37192  -3.43545  5.29751
H  2.98786  -4.47523  3.80463
H  1.73258  -2.05648  0.55060

Properties
Charge = 0
LUMO energy = -1.459 eV
Kohn-Sham gap = 7.349 eV
Relative energy (zero: lowest compared OMol25 entry of this formula, charge and spin) = 1.2 kcal/mol
SMILES string = CCOC(=O)c1c2c(n(C)c1COC)C(=O)C(=O)c1ccc(Br)cc1-2

=====

No. 2
# C18H16Cl8N2O2STc

C18H16Cl8N2O2STc as an isolated structure in a non-equilibrium geometry (the ωB97M-V functional and the def2-TZVPD basis, OMol25).

Atoms and positions in Å:
Tc  -0.12036  0.41879  -0.41624
C  1.19673  -0.20504  -2.08055
C  -1.51168  -0.60812  -2.11936
N  -2.04782  -1.76626  -1.86592
C  -2.00388  -2.69369  -0.69068
C  -0.57463  -3.19714  -0.45294
S  0.13414  -1.85054  0.48509
C  1.93434  -1.97708  0.59877
C  2.74501  -1.00746  -0.27487
N  1.93388  0.05704  -0.93977
H  1.18687  -1.28248  -2.26843
H  0.36641  1.25156  -4.80664
H  -0.97800  0.98624  -1.59775
H  -1.20292  1.91854  -4.05426
H  -2.58838  -2.14617  -2.63888
H  -2.40231  -2.17992  0.18745
H  -2.66461  -3.53233  -0.89942
H  -0.57150  -4.06729  0.20435
H  -0.04424  -3.44159  -1.37048
H  2.12276  -1.76052  1.65029
H  2.23087  -3.01323  0.44286
H  3.47447  -0.51105  0.36283
H  3.29244  -1.52809  -1.05862
H  2.45403  0.93065  -0.96718
Cl  -3.23995  2.63152  5.66163
C  -2.83246  2.06869  4.09233
C  -1.51393  1.73590  3.80879
C  -1.23821  1.29508  2.53483
Cl  0.40455  0.84640  2.11804
C  -2.18855  1.16147  1.52662
O  -1.89578  0.72902  0.30701
C  -3.50957  1.50396  1.86005
Cl  -4.73220  1.35425  0.66057
C  -3.82798  1.95261  3.12423
H  -0.74169  1.82378  4.55916
H  -4.84936  2.21510  3.36044
Cl  2.78127  5.32432  -5.16994
C  2.01972  4.48199  -3.89861
C  1.37000  3.29626  -4.13461
Cl  1.29087  2.58217  -5.71336
C  0.77819  2.61592  -3.06946
Cl  -0.19402  1.18917  -3.51852
C  0.81628  3.00291  -1.73054
O  0.41175  2.33646  -0.67746
C  1.46250  4.25614  -1.52879
Cl  1.53782  4.83006  0.07600
C  2.03794  4.97284  -2.57011
Cl  2.81241  6.45049  -2.25427

Properties
Charge = +2
LUMO energy (spin up / spin down) = -6.872 / -7.004 eV
Kohn-Sham gap (spin up / spin down) = 6.233 / 6.225 eV
<S²> = 0.774
2S+1 = 2
Relative energy (zero: lowest compared OMol25 entry of this formula, charge and spin) = 195.9 kcal/mol

=====

No. 3
# C18H16ClN3O2S

The molecule C18H16ClN3O2S in a non-equilibrium geometry (the ωB97M-V functional and the def2-TZVPD basis, OMol25).

Atoms and positions in Å:
C  -3.50768  -4.13656  0.98323
C  -2.20863  -4.12451  0.75884
C  -1.58856  -3.68198  -0.53216
N  -0.73231  -2.52434  -0.32281
C  0.61915  -2.63858  -0.27356
O  1.22724  -3.66731  -0.45550
C  1.29641  -1.30328  -0.00593
C  2.23541  -0.94335  -1.16549
C  3.03755  0.28176  -0.83503
C  2.59768  1.54322  -1.21374
C  3.31874  2.67081  -0.86220
C  4.48677  2.55744  -0.12959
C  4.92200  1.29707  0.24726
Cl  6.38108  1.13568  1.16195
C  4.20762  0.16270  -0.09616
S  -0.02023  -0.07069  0.22334
C  -1.29107  -1.28312  -0.10130
N  -2.53657  -1.10600  -0.11372
N  -3.21342  -0.03255  0.19884
C  -3.44798  0.93404  -0.59660
C  -4.29914  2.02196  -0.21838
C  -4.64935  3.14585  -0.93521
C  -5.49500  3.89903  -0.09772
C  -5.59971  3.18578  1.06140
O  -4.88490  2.05907  0.99778
H  -3.91876  -4.46068  1.92338
H  -4.21314  -3.82351  0.23221
H  -1.50454  -4.42958  1.52124
H  -2.35924  -3.41455  -1.25791
H  -0.93944  -4.46663  -0.93364
H  1.87080  -1.36512  0.92268
H  1.64056  -0.77675  -2.06603
H  2.89034  -1.80162  -1.33186
H  1.68590  1.64347  -1.78286
H  2.96943  3.64760  -1.16012
H  5.05456  3.43147  0.14701
H  4.56329  -0.81059  0.20641
H  -3.02700  0.99313  -1.60403
H  -4.33688  3.39156  -1.92956
H  -5.96038  4.83657  -0.32240
H  -6.13828  3.37698  1.96878

Properties
Charge = 0
LUMO energy = 0.584 eV
Kohn-Sham gap = 8.835 eV
Relative energy (zero: lowest compared OMol25 entry of this formula, charge and spin) = 43.9 kcal/mol
SMILES string = C=CCN1C(=O)[C@@H](Cc2cccc(Cl)c2)S/C1=N\N=C\c1ccco1

=====

No. 4
# C18H16F5N2O4Pt

C18H16F5N2O4Pt as an isolated structure (the ωB97M-V functional and the def2-TZVPD basis, OMol25).

Atoms and positions in Å:
Pt  1.08171  -0.40919  -0.08489
O  3.80762  2.52101  1.94121
C  2.95425  2.84534  2.92757
C  3.39553  3.79070  3.85801
C  2.58626  4.17946  4.90457
C  1.31239  3.63483  5.05013
C  0.87219  2.70119  4.13342
C  1.67157  2.28874  3.06497
C  1.15396  1.28786  2.10178
O  1.95758  0.94225  1.13006
N  -0.05599  0.83004  2.26522
N  -0.36682  -0.08569  1.27326
C  -1.51745  -0.64437  1.28965
C  -1.95014  -1.64251  0.33611
C  -3.22547  -2.19450  0.56391
C  -3.76207  -3.18309  -0.22344
C  -2.99756  -3.66504  -1.29441
C  -1.75470  -3.14609  -1.55216
C  -1.18558  -2.11094  -0.77186
O  -0.01145  -1.69164  -1.16052
H  3.36764  1.84459  1.37922
H  4.38810  4.20137  3.72627
H  2.94850  4.91330  5.61468
H  0.67401  3.93838  5.86936
H  -0.11177  2.26133  4.21824
H  -2.20067  -0.36378  2.08925
H  -3.79158  -1.81502  1.40824
H  -4.74513  -3.58385  -0.01595
H  -3.38691  -4.45248  -1.92940
H  -1.15501  -3.51012  -2.37850
C  -2.40000  0.24725  -3.18511
C  -2.36078  -0.88719  -4.19162
O  -1.05408  -1.10610  -4.69909
H  -3.42078  0.41856  -2.83570
H  -2.01611  1.16879  -3.62535
H  -1.78611  -0.00413  -2.31570
H  -2.98239  -0.66332  -5.06152
H  -2.75791  -1.78900  -3.72118
H  -0.44687  -1.17170  -3.94903
F  3.24672  0.70812  -1.52021
C  2.68057  -0.54586  -1.33450
F  3.71527  -1.32378  -0.84039
C  2.46339  -1.06708  -2.76467
F  2.16063  -2.37051  -2.79622
F  3.55017  -0.90148  -3.54412
F  1.45525  -0.39465  -3.34956

Properties
Charge = -1
LUMO energy = 2.723 eV
Kohn-Sham gap = 7.847 eV
Relative energy (zero: lowest compared OMol25 entry of this formula, charge and spin) = 0.0 kcal/mol

=====

No. 5
# C18H16FN3O3

The molecule C18H16FN3O3 in a non-equilibrium geometry (the ωB97M-V functional and the def2-TZVPD basis, OMol25).

Atoms and positions in Å:
C  -5.92096  -2.61996  1.43005
O  -5.19722  -1.41945  1.32062
C  -4.24885  -1.31480  0.35140
C  -3.92826  -2.31637  -0.55816
C  -2.94154  -2.08625  -1.50393
C  -2.27640  -0.88031  -1.55897
C  -2.59737  0.12662  -0.64676
N  -1.89840  1.33570  -0.75209
C  -1.88871  2.39450  0.09994
O  -2.54737  2.48416  1.11023
C  -0.91849  3.49747  -0.32544
C  0.43993  3.29310  0.35524
C  1.15672  2.09407  -0.13571
N  2.03861  1.39346  0.49881
C  2.39342  0.42833  -0.40037
C  3.36858  -0.61352  -0.14633
C  3.51919  -1.65536  -1.06310
C  4.44116  -2.65923  -0.84694
C  5.23396  -2.64315  0.29124
C  5.10517  -1.61885  1.21137
C  4.17842  -0.61509  0.98923
F  4.09135  0.37022  1.89371
N  1.74909  0.54074  -1.53566
O  0.94329  1.62594  -1.37950
C  -3.57887  -0.09177  0.30435
H  -6.61194  -2.47238  2.25856
H  -5.26507  -3.46770  1.65421
H  -6.49037  -2.83210  0.51898
H  -4.43102  -3.26988  -0.54291
H  -2.69280  -2.86632  -2.20805
H  -1.50679  -0.71368  -2.29878
H  -1.26332  1.37049  -1.53880
H  -1.33346  4.44688  0.01393
H  -0.79964  3.52584  -1.40918
H  1.07738  4.16386  0.17310
H  0.31785  3.19284  1.43508
H  2.89462  -1.65035  -1.94216
H  4.54468  -3.45751  -1.56549
H  5.95513  -3.42767  0.46220
H  5.71274  -1.58153  2.10190
H  -3.83685  0.66975  1.01948

Properties
Charge = 0
LUMO energy = 0.335 eV
Kohn-Sham gap = 8.690 eV
Relative energy (zero: lowest compared OMol25 entry of this formula, charge and spin) = 38.9 kcal/mol
SMILES string = COc1cccc(NC(=O)CCc2nc(-c3ccccc3F)no2)c1

=====

No. 6
# C18H16FeN2O4

C18H16FeN2O4 as an isolated structure in a non-equilibrium geometry (the ωB97M-V functional and the def2-TZVPD basis, OMol25).

Atoms and positions in Å:
C  -0.37570  -2.03430  0.22846
C  0.39970  -2.90872  0.98792
N  1.17687  -3.58300  1.56889
C  -1.78044  -2.18744  0.16277
C  -2.56050  -1.52028  -0.84310
C  -3.91847  -1.74669  -0.95542
C  -4.56909  -2.59711  -0.02341
N  -5.99385  -2.71856  -0.03149
O  -6.52237  -3.41267  0.87333
O  -6.65153  -2.13191  -0.92498
C  -3.83012  -3.22761  1.00703
C  -2.46917  -3.01534  1.10931
H  0.11331  -1.51921  -0.60104
H  -2.05296  -0.85334  -1.54592
H  -4.52057  -1.26380  -1.72721
H  -4.36947  -3.85083  1.71849
H  -1.91130  -3.51024  1.90726
C  1.15949  -0.17067  2.18716
C  0.22225  0.29567  1.12046
C  0.64621  0.96650  -0.04280
Fe  2.54256  2.00075  -0.85971
C  2.70875  0.85443  -2.32662
O  2.74903  -0.10297  -2.98959
C  3.50030  0.78619  0.11793
O  4.17502  -0.05754  0.55715
C  1.94297  3.75806  -1.70031
C  3.34385  3.48365  -1.89462
C  3.95173  3.36373  -0.60036
C  2.92107  3.55528  0.39082
C  1.69200  3.79553  -0.29274
H  0.60112  -0.78763  2.91091
H  1.95177  -0.82159  1.76989
H  1.65567  0.64993  2.75362
H  -0.85280  0.30422  1.37088
H  1.18565  0.32264  -0.79024
H  -0.17173  1.55027  -0.50611
H  1.21736  3.96882  -2.48188
H  3.86092  3.45727  -2.84868
H  5.01408  3.24787  -0.40175
H  3.06922  3.60350  1.46627
H  0.74919  4.05714  0.17942

Properties
Charge = 0
LUMO energy (spin up / spin down) = -1.153 / -2.849 eV
Kohn-Sham gap (spin up / spin down) = 5.192 / 5.888 eV
<S²> = 6.204
2S+1 = 5